(1)
An isolated ion of composition C10H18NO and charge -1 in a non-equilibrium geometry, computed with wB97M-V/def2-TZVPD.

The geometry in ORCA input format:
```
! RIJCOSX wB97M-V def2-TZVPD def2/J DEFGRID3
* xyz -1 1
C 0.991 -2.601 -2.228
C 0.941 -1.829 -1.119
C 1.423 -0.924 -0.127
C 2.825 -0.999 0.425
C 0.320 -1.900 0.234
C -1.050 -1.342 0.561
C -1.249 0.071 1.247
C -0.952 1.178 0.209
C 0.072 2.115 0.924
C -2.321 2.058 0.210
N -0.627 0.666 -1.020
O -0.680 1.828 -2.049
H 0.334 -3.478 -2.320
H 1.544 -2.346 -3.105
H 1.280 0.160 -0.230
H 3.311 -2.059 0.299
H 2.580 -0.672 1.446
H 3.502 -0.247 0.065
H 0.668 -2.644 0.827
H -1.350 -2.068 1.263
H -1.543 -1.256 -0.363
H -2.217 0.222 1.538
H -0.519 0.245 2.004
H 1.165 1.892 1.005
H -0.148 2.349 1.878
H 0.026 3.187 0.504
H -2.490 2.580 1.179
H -3.340 1.543 0.187
H -2.287 2.728 -0.634
H -0.210 1.543 -2.810
*
```

The largest force on an atom comes out at 5.1 eV/Å. The energy relative to the best compared isomer or geometry (same formula, charge and spin) comes out at 285.91 kJ/mol. Its molecular weight is 168.26 g/mol. The value obtained for the LUMO energy is 3.7 eV. Its gap between HOMO and LUMO is 0.191 hartree.

***

(2)
A 9-piece molecular cluster, C33H87N5O9 overall in a non-equilibrium geometry, computed with wB97M-V/def2-TZVPD.

The geometry in ORCA input format:
```
! RIJCOSX wB97M-V def2-TZVPD def2/J DEFGRID3
* xyz 1 2
C 1.996 -5.669 1.639
C 0.429 -5.555 1.426
C -0.349 -5.612 2.726
O -1.717 -5.577 2.482
C -2.485 -5.574 3.683
N 0.168 -4.421 0.620
H 2.524 -5.099 0.874
H 2.302 -6.711 1.554
H 2.443 -5.247 2.539
H 0.024 -6.465 0.981
H 0.037 -4.831 3.382
H -0.024 -6.565 3.142
H -1.967 -6.186 4.421
H -3.530 -5.863 3.571
H -2.620 -4.540 4.000
H -0.831 -4.289 0.549
H 0.385 -3.556 1.093
C 2.995 -0.253 0.547
C 3.055 0.101 2.026
C 3.108 -1.097 2.950
O 1.779 -1.649 2.851
C 1.429 -2.512 3.921
N 4.214 0.889 2.235
H 3.731 -1.021 0.308
H 3.269 0.517 -0.175
H 2.003 -0.586 0.241
H 2.175 0.597 2.435
H 3.033 -0.724 3.971
H 3.961 -1.754 2.780
H 0.358 -2.709 3.978
H 1.564 -2.010 4.879
H 2.098 -3.369 4.000
H 4.292 0.878 3.242
H 4.169 1.852 1.933
C 0.244 -3.501 -2.922
C -0.118 -2.118 -3.257
C -0.352 -1.028 -2.162
O -0.868 0.184 -2.719
C -1.637 0.955 -1.869
N 0.795 -1.730 -4.285
H -0.417 -3.892 -2.148
H 1.286 -3.666 -2.650
H 0.244 -4.133 -3.810
H -1.007 -2.177 -3.885
H 0.598 -0.843 -1.661
H -1.132 -1.440 -1.521
H -1.101 1.173 -0.945
H -2.552 0.432 -1.594
H -1.968 1.860 -2.377
H 0.648 -0.753 -4.493
H 1.723 -1.719 -3.887
C 3.232 4.231 -0.122
C 1.955 4.625 -0.801
C 0.631 4.248 0.031
O -0.383 4.192 -0.969
C -1.699 3.951 -0.584
N 1.987 6.017 -1.170
H 4.033 4.407 -0.840
H 3.071 3.340 0.484
H 3.580 4.927 0.641
H 1.923 3.985 -1.683
H 0.339 4.926 0.833
H 0.700 3.212 0.364
H -2.429 3.727 -1.362
H -2.173 4.879 -0.267
H -1.761 3.202 0.206
H 1.009 6.156 -1.382
H 2.513 6.049 -2.032
C -1.248 0.129 2.686
C -2.275 0.829 3.651
C -2.248 0.024 4.938
C -3.003 0.665 6.089
C -2.327 2.047 6.277
C -2.367 3.044 5.058
N -1.801 2.280 3.923
O -1.657 2.989 2.739
C -3.855 3.537 4.771
C -1.376 4.183 5.360
C -3.685 0.726 3.001
H -1.728 -0.812 2.418
H -0.200 -0.045 2.930
H -1.189 0.739 1.784
H -2.806 -0.890 4.736
H -1.239 -0.293 5.203
H -2.805 0.224 7.066
H -4.076 0.827 5.994
H -1.337 1.961 6.725
H -2.975 2.436 7.062
H -3.881 4.107 3.843
H -4.641 2.785 4.840
H -4.027 4.379 5.442
H -0.406 3.753 5.609
H -1.113 4.780 4.487
H -1.714 4.838 6.163
H -4.481 1.251 3.528
H -3.928 -0.334 2.930
H -3.675 1.206 2.022
H -0.845 2.719 2.305
C -4.344 -0.793 -4.903
C -4.151 -1.861 -3.830
O -3.293 -2.896 -4.311
H -5.321 -0.319 -4.808
H -4.275 -1.221 -5.902
H -3.513 -0.088 -4.920
H -5.181 -2.208 -3.747
H -3.790 -1.334 -2.947
H -3.469 -3.128 -5.226
C -0.334 2.029 -5.642
C -1.218 1.858 -6.910
O -1.782 3.180 -7.177
H 0.531 2.656 -5.862
H 0.061 1.096 -5.242
H -0.893 2.522 -4.847
H -1.922 1.027 -6.856
H -0.502 1.500 -7.650
H -2.444 3.280 -6.489
C 3.672 2.614 -3.534
C 2.246 2.115 -3.635
O 1.920 1.202 -2.726
H 4.048 2.611 -2.511
H 3.803 3.579 -4.025
H 4.313 1.889 -4.036
H 2.141 1.724 -4.647
H 1.526 2.925 -3.521
H 0.996 0.990 -2.874
C 4.210 -4.054 -3.920
C 4.665 -2.782 -3.116
O 3.668 -1.796 -3.272
H 4.346 -3.787 -4.968
H 3.131 -4.199 -3.867
H 4.872 -4.883 -3.669
H 5.712 -2.494 -3.209
H 4.588 -3.015 -2.054
H 3.964 -1.091 -2.692
*
```

The largest force on an atom comes out at 3.8 eV/Å. Its molecular weight is 698.08 g/mol. The value obtained for the LUMO energy (spin up / spin down) is -2.6 / -6.8 eV. Its gap between HOMO and LUMO (spin up / spin down) is 0.283 / 0.127 hartree. Its expectation value of S² is 0.75.

***

(3)
An isolated ion of composition C4H7N4 and charge +1 in a non-equilibrium geometry, computed with wB97M-V/def2-TZVPD.

The geometry in ORCA input format:
```
! RIJCOSX wB97M-V def2-TZVPD def2/J DEFGRID3
* xyz 1 1
C 2.788 -1.160 -0.175
C 1.484 -0.812 0.081
C -0.688 -0.951 0.181
C 0.213 1.395 0.215
N 3.492 0.011 -0.106
N 2.709 0.998 0.081
N 1.499 0.581 0.216
N -0.822 0.371 -0.457
H 3.187 -2.182 -0.180
H -1.187 -1.818 -0.344
H -0.910 -1.118 1.305
H -0.179 1.775 1.180
H 0.299 2.340 -0.310
H -0.506 0.116 -1.472
H -1.734 0.855 -0.414
*
```

The largest force on an atom comes out at 4.5 eV/Å. The energy relative to the best compared isomer or geometry (same formula, charge and spin) comes out at 563.10 kJ/mol. Its molecular weight is 111.13 g/mol. The value obtained for the LUMO energy is -4.8 eV. Its gap between HOMO and LUMO is 0.340 hartree.

***

(4)
C23H30AlCl3FNO6S as an isolated structure in a non-equilibrium geometry, computed with wB97M-V/def2-TZVPD.

The geometry in ORCA input format:
```
! RIJCOSX wB97M-V def2-TZVPD def2/J DEFGRID3
* xyz 2 1
C -0.480 -0.831 -3.512
C 0.188 -0.867 -1.979
O 0.567 0.354 -1.510
O 0.397 -2.104 -1.207
C -0.774 -2.454 -0.387
C -0.721 -1.803 1.152
C 0.752 -1.183 1.525
C 1.022 -0.984 3.140
C 2.337 0.025 3.362
C 3.572 -0.523 2.393
C 3.869 0.076 1.030
C 5.107 -0.609 0.137
O 6.009 0.119 -0.530
C 5.140 -2.280 0.202
C 4.876 -2.865 1.578
C 4.548 -1.809 2.833
O 5.058 -1.960 4.058
H -1.157 0.152 -3.512
H 0.401 -0.609 -4.274
H -1.077 -1.803 -3.774
H -1.779 -2.213 -0.937
H -0.719 -3.633 -0.215
H -0.934 -2.667 1.947
H -1.610 -1.041 1.227
H 1.553 -1.974 1.129
H 0.884 -0.117 1.037
H 1.343 -2.036 3.581
H 0.071 -0.622 3.740
H 2.733 -0.018 4.485
H 2.079 1.148 3.157
H 3.248 0.993 0.585
H 5.348 -2.952 -0.746
H 4.848 -4.017 1.789
F -0.389 -4.043 -2.208
Al 2.704 -3.355 3.363
C 1.111 5.698 -2.293
C 1.059 4.364 -1.550
C -0.314 3.747 -1.811
S -0.847 4.367 -3.399
O -2.010 5.207 -3.199
O -0.828 3.286 -4.364
C 0.564 5.417 -3.685
H 2.127 6.101 -2.335
H 0.476 6.431 -1.781
H 1.842 3.700 -1.938
H 1.238 4.491 -0.478
H -0.265 2.656 -1.845
H -1.044 4.064 -1.061
H 0.258 6.319 -4.217
H 1.285 4.852 -4.284
C 0.141 -0.035 6.906
Cl -1.367 0.035 5.978
Cl 0.896 -1.630 6.747
Cl 1.256 1.236 6.378
H -0.096 0.130 7.961
N -4.358 -2.508 -1.406
C -5.302 -3.319 -1.932
C -6.607 -2.922 -2.179
C -6.969 -1.616 -1.866
C -6.018 -0.758 -1.322
C -4.738 -1.246 -1.114
H -4.972 -4.329 -2.157
H -7.323 -3.615 -2.606
H -7.982 -1.270 -2.045
H -6.269 0.265 -1.066
H -3.960 -0.614 -0.695
*
```

The largest force on an atom comes out at 9.3 eV/Å. The energy relative to the best compared isomer or geometry (same formula, charge and spin) comes out at 534.70 kJ/mol. Its molecular weight is 600.90 g/mol. The value obtained for the LUMO energy is -12.2 eV. Its gap between HOMO and LUMO is 0.070 hartree.

***

(5)
C17H48Li2N10O17 as an isolated structure in a non-equilibrium geometry, computed with wB97M-V/def2-TZVPD.

The geometry in ORCA input format:
```
! RIJCOSX wB97M-V def2-TZVPD def2/J DEFGRID3
* xyz -3 2
Li -7.135 -8.691 -33.063
Li -8.074 -10.798 -31.318
C -5.119 -9.847 -29.659
C -4.328 -8.962 -28.951
C -3.763 -7.672 -29.507
O -3.072 -6.782 -28.888
C -4.054 -7.340 -30.795
C -4.730 -8.194 -31.726
C -5.373 -9.574 -31.100
O -6.177 -10.226 -31.760
O -5.126 -7.854 -32.828
O -4.074 -9.395 -27.751
H -5.544 -10.745 -29.236
H -3.577 -6.417 -31.088
O -8.795 -11.886 -32.826
H -7.901 -11.902 -33.220
O -8.697 -8.991 -31.920
H -9.289 -8.357 -32.370
O -6.184 -10.379 -25.712
H -5.913 -11.294 -25.779
H -5.796 -9.956 -26.478
O -8.322 -11.162 -29.106
H -7.784 -10.588 -28.562
H -9.108 -11.320 -28.583
O -4.484 -12.000 -32.909
H -4.779 -12.823 -32.518
H -4.919 -11.320 -32.393
O -0.268 -8.537 -28.957
H -0.090 -8.426 -28.023
H -1.190 -8.301 -29.055
C -2.717 -6.029 -33.672
O -3.466 -5.037 -33.700
N -1.807 -6.142 -32.716
N -2.797 -7.073 -34.436
H -1.539 -7.104 -32.569
H -2.088 -5.595 -31.915
H -3.467 -6.903 -35.173
H -2.046 -7.725 -34.611
C -1.028 -3.609 -30.160
O -0.534 -2.522 -30.399
N -0.342 -4.470 -29.451
N -2.205 -4.148 -30.416
H 0.480 -4.082 -29.010
H -0.746 -5.394 -29.395
H -2.363 -4.977 -29.863
H -2.921 -3.664 -30.939
C -7.305 -6.047 -34.578
O -7.905 -7.064 -34.335
N -7.916 -5.049 -35.072
N -6.104 -5.802 -34.196
H -8.810 -5.256 -35.494
H -7.369 -4.203 -35.148
H -5.570 -6.411 -33.593
H -5.757 -4.854 -34.208
C -5.913 -3.842 -30.605
O -6.886 -3.183 -30.343
N -5.441 -4.656 -29.713
N -5.389 -4.020 -31.766
H -6.023 -4.770 -28.896
H -4.884 -5.422 -30.063
H -5.597 -3.445 -32.570
H -4.805 -4.819 -31.969
C -2.348 -10.277 -34.958
O -1.646 -9.503 -35.582
N -3.623 -10.213 -34.838
N -1.936 -11.351 -34.292
H -4.027 -11.004 -34.357
H -4.130 -9.371 -35.074
H -2.678 -11.844 -33.815
H -0.943 -11.499 -34.187
C -3.414 -7.567 -23.950
C -3.514 -6.116 -24.623
C -2.183 -5.680 -25.225
O -4.600 -6.121 -25.599
H -3.520 -8.286 -24.762
H -4.306 -7.701 -23.337
H -2.487 -7.670 -23.386
H -3.850 -5.446 -23.831
H -1.359 -5.384 -24.575
H -2.320 -4.801 -25.855
H -1.703 -6.525 -25.719
H -4.237 -6.581 -26.359
C -3.342 -13.703 -29.409
C -3.708 -13.437 -27.979
C -2.624 -12.571 -27.142
O -4.926 -12.801 -27.999
H -2.283 -13.879 -29.597
H -3.648 -12.878 -30.052
H -3.834 -14.605 -29.771
H -3.821 -14.306 -27.331
H -2.599 -11.617 -27.669
H -1.690 -13.132 -27.177
H -2.800 -12.459 -26.072
H -4.734 -11.881 -28.195
*
```

The largest force on an atom comes out at 6.2 eV/Å. Its molecular weight is 678.51 g/mol. The value obtained for the LUMO energy (spin up / spin down) is 5.7 / 5.7 eV. Its gap between HOMO and LUMO (spin up / spin down) is 0.113 / 0.185 hartree. Its expectation value of S² is 0.78.

***

(6)
A 5-piece molecular cluster, C19H28F12O12S overall in a non-equilibrium geometry, computed with wB97M-V/def2-TZVPD.

The geometry in ORCA input format:
```
! RIJCOSX wB97M-V def2-TZVPD def2/J DEFGRID3
* xyz 0 1
O -2.338 -1.007 0.417
S -2.663 0.354 0.674
O -4.089 0.523 -0.101
O -1.549 1.134 -0.222
C -1.742 2.549 -0.420
C -1.223 2.923 -1.775
C -2.068 2.489 -2.986
O -3.380 2.069 -2.701
H -4.595 1.178 0.406
H -1.115 3.056 0.295
H -2.758 2.868 -0.215
H -1.027 3.983 -1.835
H -0.272 2.444 -1.876
H -2.085 3.286 -3.723
H -1.592 1.651 -3.467
H -3.816 2.711 -2.130
C -3.022 -3.660 2.021
C -2.829 -4.847 2.937
O -3.451 -4.622 4.222
C -4.749 -4.864 4.293
O -5.462 -5.256 3.419
C -5.239 -4.600 5.728
F -4.735 -3.453 6.210
F -4.848 -5.605 6.531
F -6.570 -4.526 5.758
H -2.657 -2.750 2.492
H -2.478 -3.808 1.091
H -4.075 -3.512 1.782
H -1.774 -4.998 3.155
H -3.216 -5.765 2.499
C 5.627 0.367 -3.020
C 4.810 0.010 -4.242
O 3.414 0.310 -4.039
C 3.052 1.566 -4.243
O 3.746 2.474 -4.583
C 1.539 1.701 -4.009
F 1.148 1.054 -2.899
F 0.856 1.182 -5.042
F 1.186 2.982 -3.887
H 5.229 -0.133 -2.137
H 6.662 0.061 -3.160
H 5.607 1.441 -2.835
H 4.845 -1.060 -4.432
H 5.169 0.524 -5.132
C 0.807 5.172 4.365
C 0.746 6.040 3.128
O 1.927 5.874 2.317
C 1.937 4.830 1.506
O 1.074 4.015 1.368
C 3.244 4.819 0.693
F 4.301 5.075 1.476
F 3.181 5.760 -0.264
F 3.415 3.631 0.114
H 1.717 5.376 4.929
H -0.053 5.371 5.004
H 0.804 4.114 4.104
H 0.732 7.094 3.395
H -0.140 5.831 2.532
C 0.995 -1.875 -0.878
C 0.083 -2.997 -1.313
O 0.837 -4.198 -1.600
C 1.141 -4.955 -0.561
O 0.848 -4.767 0.583
C 1.918 -6.194 -1.040
F 2.863 -5.858 -1.932
F 1.071 -7.059 -1.625
F 2.502 -6.803 -0.008
H 1.768 -1.693 -1.625
H 0.414 -0.964 -0.740
H 1.492 -2.113 0.062
H -0.422 -2.741 -2.241
H -0.679 -3.206 -0.566
*
```

The largest force on an atom comes out at 1.2 eV/Å. Its molecular weight is 708.46 g/mol. The value obtained for the LUMO energy is 0.0 eV. Its gap between HOMO and LUMO is 0.374 hartree.